Below is C5H9O2P as an isolated structure, with properties calculated with ωB97M-V/def2-TZVPD.

Geometry (Å):
H 2.32 -2.03 0.23
O -0.21 1.50 -0.92
P 0.02 -0.43 0.97
C 1.86 1.54 0.12
H -2.69 0.43 1.30
H 1.36 -1.71 -1.12
H 0.66 -2.75 0.17
H 2.08 2.35 0.94
C -1.58 -0.64 -0.05
O -1.71 -1.57 -0.77
H 2.08 1.90 -0.84
H -3.54 0.11 -0.15
C 0.49 0.99 -0.06
H -2.35 1.32 -0.17
H 2.47 0.72 0.34
C -2.64 0.35 0.23
C 1.38 -2.08 -0.22

Results
E_HOMO   -0.327 hartree
Net charge   0

Below is a 2-piece molecular cluster, C3H11NS2 overall, with properties calculated with ωB97M-V/def2-TZVPD.

Geometry (Å):
C -1.37 -0.21 0.56
H 3.13 -0.79 -1.16
H 1.19 0.60 0.16
H -1.06 0.02 1.58
H -2.91 -1.77 1.47
C 2.51 -1.39 -0.50
S -3.13 -0.74 0.60
H 0.07 2.31 -1.11
S 1.97 -0.39 0.93
H -1.99 1.76 0.03
N 0.08 1.65 -0.34
H -1.51 0.77 -1.36
H -0.77 -1.00 0.13
H 3.10 -2.21 -0.11
H 1.66 -1.81 -1.03
H 0.31 2.19 0.49
C -1.27 1.02 -0.33

Results
E_HOMO   -0.301 hartree
Net charge   0

Below is C39H55AsF6Ge2N3O2PS4SiY as an isolated structure, with properties calculated with ωB97M-V/def2-TZVPD.

Geometry (Å):
O -3.34 -3.10 -2.38
Y -0.30 0.06 -0.25
C 1.77 7.49 0.40
H 3.34 -4.60 6.26
H -1.96 -7.45 1.59
O -1.53 -2.10 -3.64
H -4.02 5.77 -3.02
H 1.60 -5.67 0.02
H -2.25 -5.53 3.13
F 2.45 0.65 -3.73
S -1.80 -0.74 2.51
H -5.21 -3.59 -1.79
F 1.60 1.41 -1.56
H -0.63 -3.68 3.10
C 1.13 6.34 -0.02
S 1.36 -0.38 4.59
C 1.31 5.11 0.63
H -6.40 -1.22 0.38
H -3.61 4.31 -3.91
H 6.54 -3.98 3.48
F 2.04 -0.73 -0.59
H 2.65 -3.10 0.39
C 5.05 -4.33 4.98
H -0.12 4.82 -1.48
C 0.62 -4.57 1.59
Ge 0.72 2.10 1.32
C -0.47 -4.53 2.45
H 1.61 8.42 -0.14
H -4.36 -2.51 -0.69
H -2.36 5.50 -3.56
H 3.08 1.59 0.54
C -5.49 1.62 1.80
C -3.25 5.00 -3.15
As 2.34 -0.03 -2.19
H -2.64 5.02 -1.07
H -4.62 4.19 2.59
C -1.03 2.18 -3.48
C -0.14 3.89 -0.90
H 0.88 -2.41 -4.66
H 1.06 4.25 3.98
C 0.60 3.83 0.21
H -7.17 0.37 0.16
C 3.74 2.29 2.47
C -1.40 -5.57 2.46
C 4.55 -3.74 2.70
Si 1.94 -3.29 1.67
C 2.14 5.12 1.75
S -2.59 1.34 -0.51
H 0.98 -3.08 -3.03
H -3.68 -5.46 -1.15
C 0.57 -3.24 -4.03
H -2.86 -4.39 -0.01
C -3.19 0.20 2.30
C 0.64 3.26 4.21
S -0.98 -2.50 -0.68
H 4.09 3.24 2.07
C -2.95 4.29 -1.82
H -1.33 -3.64 -4.95
H -5.78 -0.09 -0.83
C 2.79 6.27 2.18
H -0.05 -7.51 0.02
C 3.68 -4.37 5.26
H -0.05 4.00 -4.21
H 0.47 6.41 -0.87
F 2.92 -1.54 -2.72
C 5.48 -4.01 3.70
N -4.16 -0.24 1.45
H -4.57 -4.82 0.25
H -1.25 -4.12 -3.26
H -0.92 3.35 2.71
C 1.32 -1.16 3.23
C -0.74 3.23 -4.56
C 3.18 -3.77 2.97
P -2.26 -1.83 -2.21
H 3.43 6.23 3.06
H 4.90 -3.48 1.71
C -4.49 2.07 2.68
C -0.14 2.65 3.03
H 1.47 2.62 4.52
H 5.77 -4.54 5.76
H -0.66 1.76 3.38
H 1.70 -4.13 4.50
H -0.27 2.75 -5.42
Ge -1.58 2.86 -1.73
C -4.62 3.40 3.35
C -1.23 -6.65 1.59
H -6.38 2.20 1.61
H -1.64 3.73 -4.92
H -0.12 1.62 -3.31
N 1.26 -1.74 2.18
H 3.12 8.37 1.83
H 3.37 2.47 3.48
F 0.67 -0.51 -2.50
C -0.16 -6.68 0.71
C -4.24 -3.40 -1.32
C 0.76 -5.64 0.72
N -3.40 1.38 2.94
H 2.26 4.21 2.30
H -1.78 1.45 -3.80
C -5.29 0.44 1.17
C 2.62 7.47 1.50
H -5.56 3.47 3.90
H -3.91 -1.08 0.94
H 2.62 0.57 1.86
F 3.88 0.50 -1.70
C 2.69 1.62 1.56
H -0.01 3.39 5.08
H 1.00 -4.17 -4.44
C -0.93 -3.36 -3.98
C -3.81 -4.59 -0.50
H -3.78 3.56 4.02
C 2.76 -4.09 4.26
H -3.86 3.82 -1.45
H 4.62 1.64 2.57
C -6.22 -0.16 0.16

Results
E_HOMO   -0.165 hartree
Net charge   -1

Below is a 9-piece molecular cluster, C4H29N2O9 overall, with properties calculated with ωB97M-V/def2-TZVPD.

Geometry (Å):
H 3.67 -0.05 0.81
H -1.57 0.38 0.96
H 1.60 4.13 -0.82
H 3.95 -1.05 1.93
H 3.00 2.33 -0.13
C -0.16 0.35 -0.60
H 1.95 1.43 -1.69
O 1.65 3.59 -0.03
O -0.17 -2.37 3.69
H 0.11 -3.27 3.50
H -3.30 2.05 2.27
H 3.95 1.49 -0.93
O 3.26 1.39 -0.26
H -3.66 -1.49 -1.70
H -2.96 -3.98 -0.74
H -0.21 -0.14 -2.73
H -2.15 1.33 2.94
O -1.81 -0.94 2.03
H -2.31 0.31 -0.59
H -0.83 1.34 -2.37
H 1.71 -1.00 0.92
H 3.02 0.88 -3.46
O -3.18 -3.08 -0.48
H 0.51 -2.01 4.27
O -2.91 -0.89 -1.86
H -0.96 -1.40 1.89
C 1.94 0.73 -3.57
O 0.77 -1.30 0.95
N -1.50 0.68 -0.06
C 0.25 -1.12 -0.34
O -2.34 1.93 2.21
H 1.64 -0.31 -3.75
H -0.70 -1.68 -0.39
H 0.85 -1.52 -1.16
H -1.72 1.68 -0.04
H -2.45 -1.61 -2.33
H 0.77 3.59 0.34
C 0.02 0.71 -2.07
O 3.23 -0.69 1.40
H -2.61 -2.75 0.22
N 1.26 1.34 -2.43
H 1.76 1.27 -4.51
H -1.72 -0.90 2.99
H 0.51 0.89 0.07

Results
E_HOMO   -0.418 hartree
Net charge   +1

Below is CH7N2O2P in the gas phase, with properties calculated with ωB97M-V/def2-TZVPD.

Geometry (Å):
H -1.23 1.25 0.90
C -1.13 0.60 0.10
H 0.24 -1.09 -1.61
H -1.65 -1.27 -0.38
H 1.92 -1.19 -1.52
N -1.59 -0.73 0.56
H -1.60 1.02 -0.73
H -0.79 -1.15 0.98
O 0.99 0.25 1.46
P 0.72 0.61 -0.12
H 1.54 0.99 1.81
O 1.53 1.78 -0.50
N 1.05 -1.07 -0.97

Results
E_HOMO   -0.357 hartree
Net charge   0

Below is a 2-piece molecular cluster, C8H18BrO5S overall, with properties calculated with ωB97M-V/def2-TZVPD.

Geometry (Å):
H -0.96 0.77 3.81
C 3.26 -0.92 -0.15
C -0.20 -1.86 -2.09
C -0.37 1.17 2.97
H -0.92 -2.68 -2.23
Br 2.07 2.48 1.18
H 1.30 -3.17 -2.94
C -2.68 -0.83 -0.91
O -1.13 1.11 1.75
H 3.97 -1.25 0.65
O -3.18 -0.33 1.96
H 0.88 2.53 3.97
H 3.93 -0.62 -1.00
C -0.91 -0.56 -2.47
O -2.34 -0.59 -2.22
H -0.74 3.19 3.70
O 2.29 -1.81 -0.47
S -1.80 -0.33 1.49
H -0.22 3.30 1.21
H -0.83 -0.36 -3.54
O -1.81 -0.04 -0.09
H -2.54 -1.89 -0.65
H 0.78 4.37 2.21
H 1.92 -1.60 -2.45
H -0.48 0.29 -1.93
C 1.07 -2.10 -2.90
C 0.06 2.60 3.24
C 0.53 3.34 1.99
H 0.95 -1.74 -3.93
H 0.51 0.54 2.82
H -3.71 -0.53 -0.75
H 0.08 -1.84 -1.03
H 2.85 0.05 0.24

Results
E_HOMO   -0.091 hartree
Net charge   -1

Number 1: orbital gap 8.558 eV. Number 2: orbital gap 8.918 eV. Number 3: orbital gap 6.568 eV. Number 4: orbital gap 8.938 eV. Number 5: orbital gap 10.264 eV. Number 6: orbital gap 5.204 eV.